(1)
Formula: C26H42CrFGeN4O2SSe3Si3Te
Source: OMol25
Level of theory: ωB97M-V/def2-TZVPD

The geometry in XYZ format:
```
85
Properties=species:S:1:pos:R:3:forces:R:3:lowdin_spin:R:1
Cr 0.653 -1.943 -0.634 -0.2 1.0 -0.6 3.6803
N 2.099 2.422 6.493 0.2 0.0 0.1 0.0002
C 1.791 1.544 5.447 0.0 -0.1 0.0 0.0004
C 1.167 0.323 5.714 0.0 0.0 0.0 -0.0001
C 0.925 -0.578 4.693 -0.1 0.0 0.0 0.0007
C 1.307 -0.271 3.395 0.2 0.0 -0.1 0.0006
C 1.927 0.936 3.120 0.0 0.0 0.0 0.0009
C 2.163 1.844 4.140 0.0 0.0 0.0 0.0000
S 1.050 -1.470 2.117 -0.4 0.6 0.0 0.0105
O -0.363 -1.443 1.784 0.3 0.1 0.3 0.0328
O 1.575 -2.717 2.613 0.2 0.1 0.1 0.0043
N 1.839 -0.889 0.811 0.1 -1.3 0.6 0.0160
C 2.967 -1.699 0.572 -0.1 -0.1 0.1 0.0161
N 2.779 -2.565 -0.444 0.1 0.5 0.5 0.0155
C 3.711 -3.469 -0.683 -0.1 0.0 -0.2 0.0086
C 4.882 -3.487 0.058 0.0 0.0 0.0 0.0006
C 5.002 -2.529 1.050 0.0 0.0 0.1 0.0079
N 4.054 -1.639 1.333 0.2 0.1 -0.1 -0.0007
H 1.544 2.313 7.325 -0.1 0.1 0.0 0.0000
H 2.233 3.381 6.221 -0.1 0.0 0.0 0.0000
H 0.885 0.078 6.732 0.0 0.0 0.0 0.0000
H 0.439 -1.524 4.897 0.0 0.0 0.0 0.0001
H 2.237 1.150 2.106 0.0 0.0 0.0 0.0004
H 2.651 2.786 3.917 0.0 0.0 0.0 0.0000
H 3.481 -4.186 -1.466 0.0 0.0 0.0 0.0006
H 5.653 -4.222 -0.122 0.0 0.0 0.0 0.0000
H 5.895 -2.480 1.666 0.0 0.0 0.0 0.0005
Se -0.170 -4.168 -0.103 -0.8 -1.7 1.1 -0.0155
Se -0.027 -6.146 -1.250 0.1 0.5 -0.5 0.0855
Te 0.005 -4.991 -3.889 0.1 -0.3 0.8 0.1684
Se 0.495 -2.805 -2.878 0.2 0.4 -2.1 0.0200
F 3.832 4.090 1.585 0.0 0.0 0.0 0.0334
C 3.516 3.159 0.641 0.0 0.0 0.0 0.1166
C 2.335 3.300 -0.066 0.0 0.0 0.0 -0.0152
C 1.997 2.336 -0.994 0.0 0.0 0.0 0.1147
C 2.845 1.231 -1.252 -0.1 0.0 0.1 0.0524
C 2.488 0.220 -2.160 0.7 0.3 -0.6 0.5131
C 4.052 1.156 -0.516 0.0 0.0 0.0 0.1127
C 4.386 2.103 0.430 0.0 0.0 0.0 -0.0153
H 1.686 4.142 0.133 0.0 0.0 0.0 -0.0035
H 1.052 2.403 -1.517 0.0 0.0 0.0 0.0052
H 3.197 -0.568 -2.379 -0.1 -0.1 0.2 0.0260
H 1.687 0.338 -2.870 -0.2 -0.1 0.3 0.0262
H 4.723 0.325 -0.695 0.0 0.0 0.0 0.0042
H 5.299 2.032 1.005 0.0 0.0 0.0 -0.0037
C -0.087 1.637 -4.202 0.0 0.0 0.1 0.0001
Si -1.583 0.892 -3.284 -0.1 0.1 0.2 -0.0089
C -2.190 -0.354 -4.568 0.1 -0.1 -0.1 0.0001
C -2.809 2.343 -3.218 0.0 0.0 -0.2 -0.0039
Ge -1.317 -0.183 -1.136 -0.1 -0.6 0.0 -0.0066
Si -3.284 -1.594 -1.423 -0.1 0.2 0.2 0.0030
C -3.848 -2.232 0.268 0.1 -0.1 0.0 0.0003
C -4.829 -0.650 -2.038 0.0 -0.1 0.0 0.0006
C -3.145 -3.134 -2.487 0.1 -0.1 0.1 0.0004
Si -2.219 1.184 0.647 0.0 0.4 -0.2 -0.0056
C -3.872 2.051 0.255 0.0 0.0 0.0 -0.0029
C -1.056 2.653 0.972 0.0 0.0 0.0 0.0006
C -2.560 0.482 2.374 0.2 -0.1 0.0 0.0005
H -0.494 2.242 -5.019 0.0 0.0 0.0 0.0000
H 0.512 0.841 -4.651 0.0 0.0 0.0 0.0001
H 0.577 2.277 -3.619 0.0 0.0 0.0 0.0000
H -1.966 0.003 -5.579 -0.1 0.1 0.0 -0.0001
H -3.253 -0.585 -4.504 0.0 0.0 0.0 0.0000
H -1.638 -1.288 -4.432 0.0 0.0 0.0 0.0011
H -2.838 2.851 -4.189 0.0 0.0 0.0 -0.0007
H -2.521 3.078 -2.462 0.0 0.0 0.0 -0.0001
H -3.819 1.996 -2.993 0.0 0.0 0.1 0.0000
H -4.124 -1.427 0.950 -0.1 0.0 0.0 0.0000
H -3.054 -2.823 0.731 0.0 0.0 0.0 0.0002
H -4.716 -2.887 0.135 0.0 0.0 0.0 0.0001
H -5.006 0.255 -1.456 0.0 0.0 0.0 -0.0001
H -5.700 -1.304 -1.917 0.0 0.0 0.0 0.0001
H -4.773 -0.367 -3.090 0.0 0.0 0.0 0.0000
H -2.321 -3.760 -2.136 0.0 0.0 0.0 -0.0003
H -2.965 -2.950 -3.545 -0.1 0.0 0.0 0.0004
H -4.062 -3.723 -2.369 -0.1 0.1 -0.1 0.0001
H -3.925 2.445 -0.759 0.0 0.0 0.0 -0.0001
H -3.987 2.893 0.949 0.0 0.0 0.0 -0.0004
H -4.719 1.378 0.405 0.0 0.0 0.0 0.0000
H -1.095 3.366 0.143 0.0 0.0 0.0 0.0000
H -0.020 2.326 1.087 0.0 0.0 0.0 0.0004
H -1.349 3.179 1.888 0.0 0.0 0.0 0.0001
H -2.908 -0.549 2.367 0.0 0.0 0.0 0.0000
H -3.325 1.109 2.844 0.0 0.0 0.0 0.0000
H -1.658 0.508 2.988 0.0 0.0 0.0 0.0001
```
Positions in Å, forces in eV/Å.

F_max   0.043 hartree/bohr
HOMO level (alpha / beta)   -0.7 / -0.8 eV
Relative energy (zero: lowest compared OMol25 entry of this formula, charge and spin)   0.0 kcal/mol
Molecular weight   1067.06 g mol⁻¹
Spin multiplicity   6
Net charge   -2

(2)
Formula: C26H42F6O16Pb
Source: OMol25
Level of theory: ωB97M-V/def2-TZVPD

The geometry in XYZ format:
```
91
Properties=species:S:1:pos:R:3:forces:R:3:lowdin_charge:R:1
Pb 0.761 0.257 0.336 -0.2 1.2 -0.1 1.5752
C 2.041 4.540 0.468 -0.3 -1.5 2.6 -0.5056
O 1.316 4.242 -0.636 -2.1 0.9 -3.6 -0.1066
O 2.515 3.311 0.980 -0.1 1.2 -0.9 -0.2398
C 3.103 5.701 0.323 0.4 -1.1 0.5 -0.6265
F 3.716 5.861 1.476 0.4 -0.1 2.0 0.1510
F 4.060 5.428 -0.525 1.1 -0.8 -1.9 0.1649
F 2.695 6.938 0.015 -1.3 0.4 -0.4 0.1269
C 0.712 5.373 -1.408 1.2 -0.3 0.6 -0.2125
C -0.054 4.901 -2.634 0.3 -0.3 0.8 -0.0685
H -0.339 5.794 -3.189 0.4 -0.1 -0.4 0.0769
H 0.595 4.197 -3.155 -0.1 0.3 -0.5 0.0706
H -0.998 4.395 -2.430 0.1 -0.1 0.4 0.0728
H 1.557 6.004 -1.685 0.0 -0.2 -0.6 0.1004
H 0.127 6.084 -0.826 -0.4 -0.5 0.7 0.1163
H 1.336 4.944 1.196 -0.2 0.6 0.6 0.1385
C -4.190 -0.256 -1.177 2.8 0.3 1.9 -0.4241
O -4.271 -1.547 -0.521 -0.5 -0.4 -0.8 -0.1115
O -2.850 0.146 -1.051 -1.9 -0.2 -1.6 -0.2777
C -4.883 -0.349 -2.609 1.6 0.1 0.0 -0.5652
F -6.140 -0.784 -2.663 -0.6 -0.6 0.9 0.1355
F -4.943 0.848 -3.203 0.4 0.8 0.1 0.1215
F -4.184 -1.139 -3.450 0.2 -0.3 0.1 0.1119
C -5.062 -1.666 0.624 -1.2 0.3 -0.2 -0.3226
C -4.985 -3.051 1.179 0.6 -0.8 0.2 -0.0861
H -5.701 -3.732 0.718 0.0 0.1 -0.1 0.0715
H -3.991 -3.459 0.996 0.1 -0.1 0.2 0.0695
H -5.176 -3.033 2.252 0.0 -0.1 0.0 0.0704
H -6.126 -1.551 0.416 -0.3 0.5 -0.4 0.1110
H -4.869 -0.930 1.405 0.7 0.3 0.0 0.1126
H -4.765 0.455 -0.583 -0.8 0.2 -0.1 0.1271
C 1.719 -4.738 3.036 0.1 1.0 0.2 -0.0102
O 0.598 -4.446 3.948 -0.4 0.5 -0.8 -0.0119
C -0.093 -3.265 3.837 1.2 0.9 -1.0 -0.5502
O 0.075 -2.364 3.004 0.1 -1.8 1.0 0.0338
O -0.950 -3.182 4.842 0.0 -1.1 0.3 -0.0013
C -1.676 -1.960 5.011 0.2 0.2 -0.4 -0.0177
H 2.569 -4.148 3.379 -0.1 0.2 -0.2 0.0902
H 1.518 -4.517 1.988 -0.4 0.2 0.2 0.0894
H 2.065 -5.770 3.079 -0.9 -0.1 0.6 0.0888
H -1.026 -1.279 5.561 -0.1 0.3 -0.4 0.1022
H -2.569 -2.114 5.616 0.2 -0.5 -0.1 0.0957
H -1.955 -1.623 4.013 0.0 0.5 0.3 0.0934
C 0.563 0.232 -4.841 -1.5 0.6 0.1 -0.0428
O 1.867 0.599 -5.229 1.5 -0.3 0.1 0.0040
C 2.817 0.835 -4.314 0.1 0.3 1.5 -0.5235
O 2.713 0.695 -3.090 0.3 0.2 -2.3 0.0673
O 3.904 1.301 -4.980 -3.3 -0.7 -1.1 -0.0068
C 5.058 1.712 -4.377 1.5 0.1 1.8 -0.0822
H 0.036 -0.183 -5.701 0.5 -0.1 -0.1 0.0970
H 0.034 1.163 -4.638 -0.1 -0.1 0.4 0.0993
H 0.427 -0.461 -4.011 0.7 0.1 0.1 0.0946
H 5.543 0.819 -3.982 0.7 0.1 -0.2 0.0985
H 4.936 2.361 -3.509 -0.5 0.2 0.0 0.0986
H 5.644 2.270 -5.108 0.0 -0.4 0.0 0.1019
O -0.158 -3.596 -1.445 -1.6 -2.3 0.0 0.0558
C -0.934 -4.548 -1.604 1.8 2.9 1.0 -0.4562
O -1.051 -5.542 -0.692 0.0 0.7 0.8 0.0180
C -2.046 -6.515 -1.071 0.5 0.3 -0.2 -0.1461
C -2.055 -6.298 -2.564 -1.1 -1.3 -1.1 -0.1608
C -1.795 -4.797 -2.783 -0.2 -1.5 -0.9 -0.0564
H -3.031 -6.386 -0.624 0.1 0.8 0.2 0.1230
H -1.698 -7.471 -0.680 0.2 -0.1 -0.5 0.1257
H -2.976 -6.681 -3.003 -0.2 0.3 -0.1 0.1151
H -1.289 -6.929 -3.015 0.3 0.3 0.0 0.1174
H -2.689 -4.189 -2.921 0.0 0.1 0.8 0.1364
H -1.248 -4.644 -3.713 0.3 0.1 0.2 0.1288
O 4.535 -1.283 0.971 1.9 -0.3 0.1 0.0779
C 5.743 -1.207 0.861 -0.9 0.1 -1.7 -0.3845
O 6.501 -2.165 0.144 -1.4 0.6 1.3 0.0030
C 7.879 -1.805 0.220 0.4 -0.4 -0.3 -0.1786
C 7.849 -0.314 0.340 2.9 0.8 0.2 -0.2006
C 6.680 -0.024 1.181 -1.8 -0.5 -0.2 -0.0817
H 8.409 -2.176 -0.657 -0.3 0.1 -0.1 0.1284
H 8.356 -2.286 1.074 -0.2 0.0 0.3 0.1257
H 7.969 0.208 -0.609 -0.9 -0.1 -0.2 0.1249
H 8.702 0.085 0.889 0.5 -0.4 0.0 0.1201
H 6.253 0.933 0.881 -0.5 -0.2 0.6 0.1382
H 6.909 -0.089 2.245 0.0 0.3 0.0 0.1357
O -2.009 2.569 2.784 -2.0 1.3 1.7 0.0607
C -2.935 3.250 3.251 1.6 -0.6 -3.3 -0.5006
O -3.260 3.341 4.508 0.5 -0.8 3.3 0.0307
C -4.380 4.198 4.847 -0.8 0.1 -2.5 -0.1032
C -5.096 4.206 3.456 0.9 0.2 -0.8 -0.1302
C -3.872 4.136 2.456 -1.4 0.3 0.9 -0.0621
H -4.018 5.180 5.150 0.2 0.0 -0.2 0.1227
H -5.035 3.842 5.642 0.6 -0.7 0.0 0.1211
H -5.792 5.017 3.243 0.2 0.1 0.3 0.1078
H -5.611 3.271 3.235 -0.3 -0.1 0.7 0.1102
H -3.447 5.133 2.334 0.2 -0.1 -0.2 0.1240
H -4.181 3.719 1.498 0.4 0.0 0.1 0.1237
```
Positions in Å, forces in eV/Å.

F_max   0.083 hartree/bohr
HOMO level   -7.1 eV
Relative energy (zero: lowest compared OMol25 entry of this formula, charge and spin)   249.4 kcal/mol
Molecular weight   931.79 g mol⁻¹

(3)
Formula: C26H43BF4N4O17P
Source: OMol25
Level of theory: ωB97M-V/def2-TZVPD

The geometry in XYZ format:
```
96
Properties=species:S:1:pos:R:3:forces:R:3:lowdin_charge:R:1
C -0.907 3.212 3.367 0.1 -1.3 0.0 -0.0661
C -1.515 2.827 1.927 -1.3 0.9 1.8 -0.2182
O -0.557 2.962 0.841 0.7 -2.5 0.1 0.0154
B 0.401 1.903 0.814 0.6 2.4 2.1 -0.6316
O 1.499 2.017 1.726 -2.1 -1.5 -2.2 0.1552
N 0.323 0.691 -0.135 0.1 -0.2 0.0 -0.0814
C 0.852 0.914 -1.346 1.3 1.0 -2.4 -0.2610
N 1.397 2.176 -1.715 0.0 -3.0 -2.9 0.2106
C 1.832 2.014 -3.085 -1.9 -2.5 3.7 -0.0701
C 2.532 3.082 -4.006 -0.1 0.1 0.6 -0.0620
C 4.112 2.904 -4.127 0.8 -0.5 -0.4 -0.3709
C 4.847 2.678 -2.732 0.4 0.6 -0.5 -0.0832
C 4.524 1.734 -5.152 -0.8 -0.3 0.9 -0.0762
N 1.511 0.674 -3.394 2.7 5.1 -0.7 -0.0686
O 1.814 0.286 -4.654 -1.7 -1.0 0.0 -0.0633
C 0.674 0.666 -5.499 -1.6 -0.7 -2.1 -0.1776
C 0.300 -0.507 -6.534 0.8 0.6 0.0 -0.0537
N 0.935 -0.044 -2.373 -0.4 2.4 0.3 0.0650
C 0.639 -1.436 -2.663 1.5 -2.8 -0.8 -0.0933
C 2.018 -2.296 -2.555 -0.8 -1.4 0.0 -0.1220
C 2.639 -2.678 -3.971 0.6 1.2 -0.2 -0.2103
O 3.833 -1.845 -4.130 -0.1 -1.1 -0.1 -0.1201
P -0.457 -0.719 0.582 -1.3 -0.4 1.7 1.0011
C 0.705 -2.244 0.579 0.1 0.4 -1.1 -0.2224
O -1.840 -1.044 -0.425 2.3 1.0 -0.1 -0.3204
H -0.641 2.219 3.873 -0.2 1.5 -0.5 0.0825
H 0.036 3.830 3.301 -1.1 -0.6 -0.1 0.0874
H -1.658 3.743 4.031 0.8 -0.6 -1.0 0.0822
H -1.995 1.790 1.983 1.0 1.3 -0.3 0.0885
H -2.395 3.543 1.777 1.4 -0.9 -0.4 0.1292
H 1.959 1.155 1.722 0.1 0.6 0.2 0.1075
H 2.062 3.123 -5.036 0.5 -0.3 1.2 0.1158
H 2.338 4.098 -3.530 0.0 -1.4 -0.3 0.1400
H 4.512 3.883 -4.565 -0.8 -1.2 0.6 0.1424
H 4.974 3.691 -2.223 -0.3 -1.5 -0.4 0.0915
H 4.341 1.928 -2.050 0.4 1.0 -0.8 0.0751
H 5.888 2.276 -2.957 -1.3 0.6 0.3 0.0888
H 5.530 1.914 -5.632 -1.2 -0.1 0.5 0.0896
H 3.699 1.601 -5.919 1.2 0.2 0.6 0.0716
H 4.569 0.754 -4.564 0.0 1.2 -0.9 0.0726
H 0.875 1.597 -6.103 0.2 -1.0 1.0 0.0999
H -0.245 0.847 -4.867 1.2 -0.1 -0.4 0.1324
H -0.548 -1.138 -6.134 1.1 0.6 -0.6 0.0783
H 0.018 -0.021 -7.529 0.1 -0.7 1.4 0.0886
H 1.224 -1.136 -6.768 -1.3 0.8 0.5 0.0905
H 0.313 -1.568 -3.753 0.2 0.7 1.5 0.1286
H -0.116 -1.984 -2.043 0.5 1.6 -0.2 0.1030
H 2.767 -1.810 -1.846 -0.9 -0.5 -1.3 0.1258
H 1.745 -3.290 -2.054 0.3 1.4 -0.6 0.1099
H 1.958 -2.375 -4.842 0.5 -0.7 1.3 0.1008
H 2.924 -3.766 -4.082 -0.5 1.2 0.4 0.1290
H 4.542 -2.391 -4.523 -0.5 0.4 0.3 0.0961
H 0.384 -3.038 -0.158 0.5 0.9 0.7 0.0438
H 0.702 -2.699 1.611 -0.1 0.9 -1.1 0.0274
H 1.737 -1.813 0.333 -1.3 -0.9 0.4 0.0584
H -2.001 -0.164 -0.839 -0.3 -0.8 0.3 0.0526
C -1.897 3.377 -6.362 0.0 -0.2 0.9 -0.0608
C -2.652 3.328 -7.655 -0.6 0.5 -0.3 -0.3197
O -1.735 3.874 -8.583 0.3 -0.6 0.5 0.1535
C -0.499 3.576 -8.098 1.1 0.4 -1.0 -0.5334
O 0.505 3.637 -8.734 -0.5 -0.1 0.5 0.1873
O -0.551 3.188 -6.789 -0.2 0.1 -0.4 0.0200
F -3.746 4.122 -7.610 0.0 -0.1 -0.1 0.0901
H -1.986 4.343 -5.858 -0.2 0.0 -0.2 0.1521
H -2.204 2.592 -5.670 0.2 0.0 -0.1 0.1370
H -2.939 2.322 -7.971 -0.1 0.1 0.0 0.1778
C -0.222 -3.337 6.209 -0.1 -0.1 1.0 -0.0740
C -0.462 -4.053 4.917 -0.7 -0.1 -0.1 -0.3099
O -0.011 -3.125 3.948 0.6 -0.1 0.3 0.1021
C 0.967 -2.398 4.566 0.8 1.1 0.1 -0.5356
O 1.759 -1.707 3.992 -0.7 -0.5 0.1 0.1494
O 0.936 -2.560 5.914 0.0 0.0 -1.0 0.0953
F -1.784 -4.275 4.720 0.0 -0.2 -0.2 0.0806
H -1.044 -2.673 6.483 0.0 -0.1 -0.2 0.1228
H -0.034 -4.022 7.033 0.3 0.2 -0.2 0.1275
H 0.089 -4.992 4.812 -0.2 0.0 -0.1 0.1772
C -2.680 -4.180 10.540 -0.4 -0.7 0.5 -0.0641
C -1.518 -3.847 9.657 0.0 0.0 -0.5 -0.3158
O -1.679 -2.465 9.419 0.1 -0.4 0.5 0.1322
C -2.315 -1.975 10.523 -0.4 1.4 0.6 -0.5324
O -2.381 -0.820 10.799 0.0 -0.7 -0.2 0.1877
O -2.858 -2.974 11.272 0.4 0.2 -0.4 0.0814
F -1.600 -4.503 8.468 0.0 -0.2 0.0 0.0557
H -3.589 -4.399 9.973 0.2 0.0 -0.2 0.1492
H -2.471 -5.018 11.206 0.0 0.2 0.1 0.1449
H -0.540 -4.030 10.112 0.0 -0.1 -0.2 0.1792
C -5.164 0.146 4.403 -0.9 0.0 0.3 -0.0590
C -4.329 0.234 3.164 0.1 0.6 -0.3 -0.3176
O -3.004 0.252 3.667 -0.5 -0.6 0.2 0.1092
C -3.058 -0.445 4.838 1.0 -0.4 0.9 -0.5127
O -2.097 -0.868 5.405 -0.5 0.3 -0.4 0.1791
O -4.334 -0.608 5.275 0.6 0.0 -0.4 0.0897
F -4.557 1.396 2.505 0.0 0.0 -0.2 0.0729
H -5.363 1.126 4.847 0.1 0.0 -0.2 0.1522
H -6.115 -0.360 4.231 0.2 -0.1 0.1 0.1464
H -4.449 -0.610 2.479 0.0 0.2 -0.1 0.1776
```
Positions in Å, forces in eV/Å.

F_max   0.113 hartree/bohr
HOMO level   -11.5 eV
Molecular weight   801.42 g mol⁻¹
Net charge   +1

> Which formula does entry 2 have?

C26H42F6O16Pb

> Among the records above, which one has the lowest molecular weight?

C26H43BF4N4O17P